1.
{"formula": "C21H22AuN4O", "method": "ωB97M-V/def2-TZVPD", "elements": ["Au", "O", "C", "N", "C", "C", "C", "C", "C", "C", "N", "C", "C", "C", "C", "C", "N", "H", "H", "H", "H", "H", "H", "H", "H", "H", "H", "C", "N", "C", "C", "C", "C", "C", "C", "C", "C", "H", "H", "H", "H", "H", "H", "H", "H", "H", "H", "H", "H"], "positions_angstrom": [[1.04527, -0.41594, -0.37658], [-0.22402, -0.47985, 3.74544], [-0.13870, -0.65790, 2.53351], [0.97718, -0.67008, 1.80828], [2.21303, -0.34059, 2.47028], [3.27937, 0.11045, 1.50767], [4.56693, 0.36911, 1.96657], [5.54806, 0.75188, 1.07387], [5.22981, 0.87736, -0.27454], [3.93650, 0.61760, -0.66342], [2.98368, 0.24597, 0.20702], [-1.42220, -0.75487, 1.71795], [-2.56021, -0.12864, 2.25682], [-3.68088, 0.34689, 1.53404], [-3.75185, 0.60414, 0.19966], [-2.61707, 0.42871, -0.78277], [-1.47096, -1.33557, 0.54718], [2.59654, -1.20080, 3.03106], [2.03379, 0.44159, 3.21867], [4.78782, 0.26196, 3.01988], [6.55500, 0.94860, 1.41667], [5.96804, 1.16449, -1.00864], [3.63037, 0.70113, -1.69766], [-2.52092, 0.03074, 3.32742], [-4.54423, 0.61464, 2.13211], [-4.68241, 0.99635, -0.19317], [-3.00854, 0.56365, -1.79115], [-0.64967, 1.35703, -2.77703], [-0.35574, 1.46831, -1.34843], [0.45015, 2.66147, -1.07363], [-1.56752, 1.52432, -0.52692], [-2.16282, -1.02643, -0.66330], [-3.15067, -2.00070, -1.15864], [-2.82863, -3.26977, -1.44271], [-1.45967, -3.72227, -1.42197], [-0.45003, -2.89458, -1.11182], [-0.66476, -1.52216, -0.62189], [-1.33588, 2.14588, -3.11375], [-1.08401, 0.38255, -2.99791], [0.27863, 1.44475, -3.33873], [-0.08191, 3.58124, -1.34866], [1.37747, 2.61332, -1.64317], [0.69499, 2.69910, -0.01151], [-2.07419, 2.48686, -0.69196], [-1.25061, 1.50587, 0.51748], [-4.15609, -1.63611, -1.33085], [-3.59109, -3.95233, -1.79438], [-1.24013, -4.72641, -1.76036], [0.57275, -3.21099, -1.26600]], "forces_ev_per_angstrom": [[-0.1764, -0.2226, 0.2626], [-0.1712, -0.0478, -0.1525], [0.5516, -0.0979, 0.1839], [-0.2303, -0.0127, -0.4020], [-0.1800, -0.1026, 0.1885], [0.0506, 0.0052, 0.0161], [0.0453, 0.0450, -0.0728], [-0.0321, 0.0047, -0.0117], [-0.0594, -0.0186, 0.0236], [0.0988, 0.0939, -0.0106], [-0.0377, 0.0686, -0.1165], [0.0635, -0.0306, -0.1899], [-0.2056, 0.1241, 0.0661], [0.0319, -0.0190, 0.0391], [-0.0215, 0.0289, -0.1293], [0.1942, -0.1588, 0.1882], [-0.3518, -0.0246, 0.4198], [0.0409, 0.0219, -0.0046], [0.0794, 0.0152, -0.0125], [-0.0312, -0.0237, 0.0070], [-0.0085, -0.0037, 0.0206], [-0.0005, 0.0111, 0.0044], [0.0130, -0.0131, 0.0089], [0.0076, -0.0455, -0.0009], [0.0111, 0.0265, -0.0061], [-0.0037, 0.0350, 0.0624], [-0.0401, -0.0464, -0.0166], [0.0044, -0.0105, 0.0509], [0.0540, 0.1375, -0.2081], [-0.0226, -0.0369, -0.0297], [0.0610, -0.0997, -0.0294], [-0.1270, 0.2705, -0.2324], [-0.0021, -0.2647, -0.0785], [-0.1871, 0.1760, 0.0207], [0.3116, 0.0588, 0.0321], [-0.2286, -0.3202, -0.0107], [0.6038, 0.3309, -0.0265], [0.0040, 0.0004, -0.0027], [-0.0100, 0.0156, -0.0132], [-0.0055, -0.0043, -0.0022], [-0.0004, 0.0030, 0.0126], [-0.0030, 0.0041, 0.0006], [-0.0123, 0.0296, -0.0055], [-0.0290, 0.0053, 0.0434], [-0.0259, 0.0562, 0.0343], [-0.0081, -0.0038, 0.0260], [-0.0168, 0.0281, 0.0103], [-0.0060, 0.0095, -0.0167], [0.0076, 0.0023, 0.0592]], "mulliken_charge": [0.693, -0.712, 0.125, -0.273, -0.804, 0.708, -0.876, -0.199, -0.786, -0.214, -0.395, 0.678, -0.524, -0.398, -1.047, 0.165, 0.164, 0.395, 0.434, 0.463, 0.426, 0.411, 0.463, 0.521, 0.466, 0.534, 0.938, -1.013, 0.375, -1.076, -1.881, 1.391, -1.436, -0.584, -0.628, -0.763, 0.537, 0.314, 0.280, 0.356, 0.378, 0.319, 0.357, 0.560, 0.372, 0.465, 0.451, 0.454, 0.416], "lumo_ev": [-3.18, -5.22], "e_tot_ha": -1243.001778, "spin_multiplicity": 3, "total_charge": 1, "orbital_gap_ev": [7.50, 6.25], "s2": 2.038}

2.
{"formula": "C26H76Br2O32P8", "method": "ωB97M-V/def2-TZVPD", "elements": ["Br", "C", "C", "Br", "H", "H", "H", "H", "C", "O", "P", "O", "O", "C", "O", "C", "H", "H", "H", "H", "H", "H", "H", "H", "H", "C", "O", "P", "O", "O", "C", "O", "C", "H", "H", "H", "H", "H", "H", "H", "H", "H", "C", "O", "P", "O", "O", "C", "O", "C", "H", "H", "H", "H", "H", "H", "H", "H", "H", "C", "O", "P", "O", "O", "C", "O", "C", "H", "H", "H", "H", "H", "H", "H", "H", "H", "C", "O", "P", "O", "O", "C", "O", "C", "H", "H", "H", "H", "H", "H", "H", "H", "H", "C", "O", "P", "O", "O", "C", "O", "C", "H", "H", "H", "H", "H", "H", "H", "H", "H", "C", "O", "P", "O", "O", "C", "O", "C", "H", "H", "H", "H", "H", "H", "H", "H", "H", "C", "O", "P", "O", "O", "C", "O", "C", "H", "H", "H", "H", "H", "H", "H", "H", "H"], "positions_angstrom": [[0.10373, 0.58415, 0.24400], [-0.77562, -0.99386, -0.63014], [-1.57256, -0.38508, -1.83273], [-3.20206, -1.38954, -2.36064], [-1.45394, -1.46927, 0.07836], [-0.14779, -1.83835, -0.91434], [-1.02103, -0.18373, -2.75108], [-1.92407, 0.60840, -1.55431], [2.51936, 1.43018, 5.61981], [3.07276, 0.35650, 6.13433], [3.68321, -0.85321, 5.15741], [3.01397, -2.11746, 5.35404], [3.57828, -0.34487, 3.62584], [2.38139, -0.40235, 2.86488], [5.28364, -0.82426, 5.45236], [6.05268, -2.01713, 5.63275], [3.14567, 1.95600, 4.89914], [2.55786, 2.19886, 6.39166], [1.57414, 1.21036, 5.12350], [2.48808, -1.34009, 2.31958], [2.45573, 0.34215, 2.07224], [1.41242, -0.46418, 3.36024], [5.66950, -2.76865, 6.32305], [7.00552, -1.66456, 6.02756], [6.10451, -2.41417, 4.61896], [0.77595, -7.71745, 2.42577], [-0.39659, -7.09146, 2.95115], [-0.14097, -5.73697, 3.88450], [0.75378, -5.91480, 5.05459], [-1.71322, -5.33841, 4.25492], [-2.10545, -4.81184, 5.57567], [0.34672, -4.59372, 2.82470], [0.29641, -3.19262, 3.08568], [0.66817, -8.79163, 2.57616], [1.73047, -7.36213, 2.81403], [0.67776, -7.61804, 1.34477], [-3.17019, -4.88203, 5.79813], [-1.93074, -3.74631, 5.42661], [-1.65058, -5.35633, 6.40316], [0.08571, -2.64441, 2.16744], [1.33602, -2.98731, 3.34092], [-0.33095, -2.92559, 3.93610], [3.96311, 6.54540, 3.35484], [3.12515, 5.62692, 2.72938], [3.70851, 4.09820, 2.38835], [5.12006, 3.74859, 2.73268], [3.31187, 3.94333, 0.77666], [4.06496, 3.00579, 0.02086], [2.55104, 3.23300, 3.16751], [1.23423, 2.94881, 2.65987], [4.93547, 6.09022, 3.54309], [3.57227, 6.70370, 4.35996], [4.19887, 7.55735, 3.02549], [4.39751, 3.39297, -0.94227], [3.41588, 2.15744, -0.19611], [5.00830, 2.72717, 0.49052], [1.04679, 3.33539, 1.65811], [0.53336, 3.53317, 3.25602], [0.93903, 1.90209, 2.58670], [-6.49647, 5.31042, -5.15353], [-5.26036, 4.61738, -4.75173], [-3.86733, 5.42609, -4.71793], [-3.31877, 5.87606, -6.00170], [-4.06154, 6.70401, -3.69698], [-2.91678, 7.51067, -3.32559], [-2.83292, 4.42212, -3.88180], [-3.27759, 3.54811, -2.93346], [-6.89154, 4.92696, -6.09426], [-6.18817, 6.28668, -5.52765], [-7.35440, 5.35178, -4.48246], [-3.26444, 8.43727, -2.86880], [-2.44998, 7.89019, -4.23452], [-2.17212, 7.08408, -2.65358], [-4.28096, 3.79824, -2.58882], [-2.58991, 3.80215, -2.12684], [-3.12329, 2.48514, -3.11893], [3.30662, -2.73364, -0.30678], [3.26601, -3.40990, 0.94417], [3.44262, -4.96941, 0.95709], [2.19718, -5.65231, 0.67053], [4.69075, -5.16646, -0.12474], [5.45177, -6.31102, -0.19244], [4.31190, -5.32877, 2.35724], [3.76201, -5.10319, 3.60056], [3.58830, -1.69673, -0.12359], [2.34148, -2.68393, -0.81092], [4.11800, -3.05601, -0.95934], [5.19560, -6.96355, 0.64224], [6.50302, -6.06732, -0.03887], [5.44161, -6.87217, -1.12684], [4.04441, -5.85112, 4.34147], [2.70416, -5.33541, 3.47751], [3.95225, -4.10553, 3.99625], [2.56067, -5.59777, -5.02673], [1.39105, -4.90766, -5.12466], [0.58149, -4.61218, -3.69656], [1.28625, -3.66183, -2.79464], [-0.98478, -4.13836, -4.04209], [-1.26027, -2.94106, -4.76470], [0.35083, -6.09724, -3.12164], [-0.44760, -6.23279, -1.90467], [3.23473, -4.92284, -5.55419], [2.42937, -6.59995, -5.43479], [3.05424, -5.64707, -4.05613], [-1.34986, -2.02933, -4.17408], [-2.11524, -3.06069, -5.43012], [-0.51288, -2.60782, -5.48474], [-1.24942, -6.94695, -2.09219], [-1.10731, -5.38588, -1.71592], [0.04764, -6.59593, -1.00413], [-4.20296, 2.80893, -7.52519], [-3.63881, 2.55504, -6.27011], [-2.37095, 1.59789, -6.23243], [-1.90337, 0.98464, -4.94741], [-2.59839, 0.54570, -7.47635], [-3.42637, -0.57796, -7.18419], [-1.27825, 2.63892, -6.82592], [-0.42060, 3.41950, -6.01736], [-4.75036, 3.73409, -7.34478], [-4.94167, 2.08717, -7.87376], [-3.44551, 2.88961, -8.30483], [-3.95786, -0.59905, -6.23278], [-2.88179, -1.52217, -7.18587], [-4.22145, -0.66172, -7.92508], [-0.36739, 2.93968, -5.04010], [-0.89818, 4.39640, -5.94202], [0.56745, 3.34457, -6.47149], [-4.92527, 4.23987, 5.92964], [-4.16644, 3.46291, 5.03995], [-3.88932, 3.88041, 3.52395], [-5.02005, 4.32281, 2.71974], [-2.56649, 4.91746, 3.61564], [-2.69994, 6.23301, 3.32609], [-3.18754, 2.50421, 2.87490], [-3.00149, 2.35958, 1.47582], [-4.37981, 4.91898, 6.58493], [-5.13899, 3.55398, 6.74937], [-5.75251, 4.78008, 5.46926], [-3.66991, 6.71643, 3.44260], [-2.34575, 6.38809, 2.30697], [-2.08768, 6.78965, 4.03558], [-2.90908, 1.32166, 1.15599], [-2.06540, 2.86013, 1.22830], [-3.70197, 2.92965, 0.86553]], "forces_ev_per_angstrom": [[-0.1042, -1.3022, -0.4619], [-1.2878, 0.1626, -0.9796], [-0.0105, 0.3434, 0.4732], [0.6152, 0.2793, 0.5854], [-0.1467, 0.6812, 0.2644], [0.8190, 0.6541, -0.1769], [0.2423, -0.5647, 0.1088], [-0.3064, -0.2640, 0.1700], [-0.5332, 4.2644, -1.7446], [3.2343, -5.8166, 0.1468], [0.8680, 2.0627, 0.1722], [-0.4786, -1.2269, 0.4203], [0.5899, 0.7664, 2.0319], [0.5847, -1.3957, -1.4897], [-2.4401, 0.7768, 0.3531], [0.1321, 0.1076, -0.7237], [0.1259, -0.4727, -0.5281], [-1.2153, -0.0164, 0.3125], [-0.4625, 0.4975, 0.3892], [-0.3847, -0.2051, -0.1282], [-0.2356, 0.3901, 0.5253], [0.2667, 0.5315, 0.4814], [-0.5475, 0.3027, -0.0355], [0.0537, -0.1729, -0.3420], [0.6601, -0.5577, 0.2650], [-0.5283, -0.9224, -1.0897], [0.3559, 2.7747, 1.9279], [-1.4655, -0.1442, -0.1203], [-0.7819, 0.1360, -1.1218], [1.2219, -0.8649, 0.0570], [0.2715, 0.1688, -1.0171], [-1.4686, -1.9677, 0.4560], [1.5158, -0.2749, 0.4876], [0.1199, -0.0018, 0.5590], [-0.2395, 0.1325, -0.0446], [0.6610, 0.3983, 0.0365], [-0.2220, -0.5083, -0.9649], [0.4273, 0.0072, 1.1065], [0.7231, 0.5140, -0.2302], [-0.4491, -0.2279, 0.0463], [-0.1179, 0.6064, 0.3006], [-0.2087, 0.0020, -0.2488], [1.7072, 0.1113, 2.7491], [0.4365, -2.0647, -1.8908], [-1.3714, 0.2554, -0.5939], [-2.3900, 0.7730, -0.2876], [0.6968, 0.8230, 2.3112], [0.4713, -0.6238, -0.6625], [1.2453, 0.0647, -1.2914], [-0.7120, 1.3348, -0.4937], [0.1823, -0.0295, -0.1508], [-0.2339, 0.0418, 0.1357], [-0.8221, -0.2272, -1.4265], [-0.4767, 0.6090, 0.0014], [0.2089, -0.2345, 0.1807], [-0.3086, -0.2539, 0.4455], [0.6133, 0.1392, -0.2470], [-0.0695, -0.4043, 0.3705], [0.6366, -0.0517, 0.7224], [0.8773, 0.7631, -1.7190], [-0.4009, 0.9137, 0.6089], [1.3443, 0.0093, 1.4088], [-0.1989, -0.4490, 0.2777], [0.0536, -1.4389, 0.0057], [-0.1941, 1.0112, -0.9168], [-1.3010, 2.4282, -4.1312], [0.1534, -0.3360, 2.9311], [0.2875, -0.9838, 0.1207], [-0.2682, 0.4624, 0.7071], [0.8407, -0.1943, 0.7373], [-0.5392, -0.3402, 0.2885], [0.3244, -0.4514, -0.1271], [-0.3377, -0.6606, -0.1710], [-0.1151, -0.4135, -0.0634], [-0.2190, -0.4949, 0.7931], [-0.2896, 0.0837, -0.7465], [0.2927, 1.6576, -0.6625], [0.5263, 0.1032, 0.2742], [3.5216, -0.4135, 0.4602], [-0.2156, -0.9399, 0.1333], [-2.4927, 1.5522, 0.8245], [1.3509, -1.5710, 1.0195], [0.0219, 0.3496, -4.0412], [-2.0633, -0.4128, 1.3385], [-0.1424, 0.1146, 0.5214], [0.0674, -0.6313, 0.0121], [-0.3744, -0.6392, 0.0353], [0.0151, -0.3942, -0.1836], [0.0910, 0.2918, 0.0559], [-0.7208, 0.2821, -0.2015], [0.6984, -0.0413, -0.2115], [-0.3556, 0.7384, 0.6533], [-0.1603, 0.0349, -0.1515], [2.7069, -0.2057, -0.3195], [-4.6574, 1.5741, 2.6762], [-0.5087, 0.4515, -0.2995], [-0.6995, -0.8325, -0.9868], [2.3546, -0.7273, -0.2361], [0.5202, 1.1914, -1.1010], [-0.2446, 1.0207, 0.3871], [-1.6011, -0.4360, -0.2875], [0.5992, -0.8547, -0.6745], [0.3792, 0.0955, -0.1493], [-0.6339, -0.1514, 0.5109], [-0.4043, -0.5639, 0.5114], [-0.4038, -0.3640, 0.6608], [0.7956, -0.7333, 0.0040], [0.3913, -0.6018, -0.5213], [0.8351, 0.6915, 0.1552], [0.7537, 0.5503, -0.4160], [-0.9666, 1.0699, -0.8999], [0.1051, -1.8468, 1.4534], [2.5590, 0.2802, -0.1157], [-1.4862, 0.7873, -1.4685], [0.2656, 1.1052, 1.6460], [-0.8332, -1.0254, -0.0723], [-1.3320, -2.1522, -0.9965], [-0.1783, -0.5973, 0.6318], [0.2201, 0.1879, -0.5743], [0.1048, -0.4797, 0.4211], [-0.0271, 0.3755, 0.0913], [0.2909, 0.7184, 0.3452], [0.4526, 0.2503, -0.2548], [0.2106, 0.2115, -0.3001], [0.1145, 0.2777, 0.2159], [0.6368, 0.1999, 0.0109], [-0.0898, 0.6265, -0.0084], [-0.1615, 0.1001, 1.7980], [1.0922, -0.2125, -1.7645], [2.7493, -1.3381, -0.9378], [-0.1963, 0.7205, 0.2021], [-2.2806, -4.2263, 0.7215], [0.3809, 2.9215, -0.5035], [-1.2444, 1.4649, 2.1817], [0.8282, 1.4274, -0.6671], [0.9232, 0.7145, -0.9682], [-1.2325, -0.3716, -0.4896], [-0.1280, -0.4731, 0.0614], [-0.4841, -0.6214, -0.1753], [-0.0200, 0.4480, -0.0321], [0.4131, 0.0550, -0.1789], [-0.3611, 0.0186, 0.4898], [0.4266, -0.2291, -0.0196], [-0.6797, -0.3972, 0.2608]], "mulliken_charge": [-0.032, -0.549, -0.716, -0.175, 0.458, 0.337, 0.510, 0.157, -0.665, -0.433, 0.705, -0.588, -0.175, 0.511, -0.362, -0.583, 0.269, 0.396, 0.238, -0.296, -0.153, 0.458, 0.294, 0.255, 0.263, -0.207, -0.382, 0.684, -0.680, -0.351, -0.637, 0.122, 0.123, 0.353, 0.221, -0.078, 0.252, 0.260, 0.290, -0.008, -0.043, 0.113, -0.801, -0.368, 1.144, -0.740, -0.334, -0.703, -0.111, -0.636, 0.318, 0.305, 0.285, 0.280, 0.183, 0.358, 0.462, 0.261, 0.028, -0.864, -0.216, 1.061, -0.715, -0.338, -0.763, -0.151, -0.546, 0.302, 0.378, 0.299, 0.289, 0.323, 0.261, 0.422, 0.284, 0.023, -0.514, 0.341, 0.163, -0.201, -0.448, -0.732, -0.356, 0.383, 0.185, 0.205, 0.302, 0.299, 0.267, 0.249, 0.308, -0.450, -0.112, -0.698, -0.369, 0.933, -0.354, -0.347, -0.520, -0.384, -0.512, 0.289, 0.259, 0.289, 0.051, 0.245, 0.421, 0.417, 0.240, 0.036, -0.717, 0.155, 0.443, -0.163, -0.387, -0.795, -0.418, -0.521, 0.170, 0.243, 0.377, 0.324, 0.264, 0.354, 0.190, 0.202, 0.261, -0.742, -0.316, 0.954, -0.670, -0.147, -0.752, -0.357, -0.649, 0.304, 0.269, 0.346, 0.335, 0.265, 0.277, 0.273, 0.197, 0.411], "de_lowest_kj_mol": 251.3, "lumo_ev": 0.26, "e_tot_ha": -11323.281343, "total_charge": 0, "orbital_gap_ev": 10.32, "smiles": "COP(=O)(OC)OC.COP(=O)(OC)OC.COP(=O)(OC)OC.COP(=O)(OC)OC.COP(=O)(OC)OC.COP(=O)(OC)OC.COP(=O)(OC)OC.COP(=O)(OC)OC.BrCCBr"}